[1]
C23H26N7O5RuS2Se2 | ωB97M-V with the def2-TZVPD basis set

Output
DFT total energy = -199886.904 eV
Gap between HOMO and LUMO (alpha / beta) = 5.38 / 5.29 eV
Spin multiplicity = 2
Total charge = -2
LUMO energy (alpha / beta) = 4.270 / 4.270 eV
Energy above the lowest of the compared OMol25 structures with the same formula, charge and spin = 3.125 eV

The geometry in XYZ format:
```
66
Properties=species:S:1:pos:R:3:lowdin_spin:R:1
Ru 1.0865 0.0550 -0.3466 1.394
N 1.0541 3.3766 -3.1190 0.002
C 1.2556 2.1994 -2.4204 0.006
S 1.8254 2.3601 -0.7862 0.026
N 1.0892 1.0676 -3.0200 0.000
N 1.2311 -0.0643 -2.3229 -0.003
C 0.9053 -1.1744 -3.0061 -0.008
C 0.9849 -2.5105 -2.6033 0.001
C 0.6442 -3.5249 -3.5343 -0.002
C 0.7078 -4.8599 -3.2260 0.001
C 1.1449 -5.2634 -1.9641 -0.002
C 1.4878 -4.3140 -1.0202 0.001
C 1.3964 -2.9324 -1.2774 0.002
O 1.6841 -2.1048 -0.3401 0.014
H 0.6594 4.0758 -2.4989 0.001
H 0.4287 3.2218 -3.9000 0.000
H 0.5431 -0.9739 -4.0138 -0.001
H 0.3360 -3.2089 -4.5230 0.000
H 0.4265 -5.6029 -3.9641 0.000
H 1.2258 -6.3179 -1.7265 0.000
H 1.8425 -4.6123 -0.0409 0.000
O 4.5872 -1.8986 4.2290 0.000
C 4.5314 -0.5399 3.8347 0.000
C 3.7964 -0.3547 2.4933 -0.006
C 3.8233 1.1696 2.2364 0.001
O 3.2748 1.9232 3.2881 0.000
C 2.3875 -0.9684 2.5972 -0.002
Se 0.8026 0.1495 2.0839 -0.019
C 4.6004 -1.0521 1.3978 -0.047
Se 4.0615 -0.6645 -0.4728 -0.446
H 5.0434 -1.9367 5.0752 0.000
H 5.5529 -0.1419 3.7294 0.000
H 4.0054 0.0576 4.5907 0.000
H 3.3091 1.3938 1.2923 0.002
H 4.8702 1.4827 2.1382 0.000
H 2.3127 1.7999 3.2218 0.000
H 2.1928 -1.2907 3.6207 0.000
H 2.3159 -1.8328 1.9365 0.000
H 4.5532 -2.1350 1.5228 0.000
H 5.6447 -0.7282 1.4459 -0.014
N -6.4082 3.5607 2.2893 0.000
C -5.3715 3.2566 1.3911 0.000
C -5.6456 3.0864 0.0344 0.000
C -4.6161 2.8338 -0.8567 0.001
C -3.3167 2.7452 -0.3981 0.002
C -3.0285 2.9256 0.9418 0.000
C -4.0534 3.1819 1.8373 0.000
S -1.9370 2.5044 -1.5236 0.007
O -2.4404 2.2782 -2.8621 0.003
O -1.1652 3.7254 -1.3977 0.001
N -1.0720 1.2592 -0.9530 0.036
C -1.7558 0.1322 -0.8650 0.003
N -1.0440 -0.9697 -0.5236 0.042
C -1.6902 -2.1192 -0.4075 0.004
C -3.0553 -2.2152 -0.6333 0.001
C -3.7034 -1.0340 -0.9627 -0.002
N -3.0799 0.1283 -1.0770 0.002
H -7.3019 3.1873 1.9984 0.000
H -6.1812 3.3132 3.2426 0.000
H -6.6710 3.1538 -0.3132 0.000
H -4.8006 2.6926 -1.9100 0.000
H -2.0029 2.8624 1.2722 0.000
H -3.8388 3.3236 2.8888 0.000
H -1.0904 -2.9827 -0.1408 0.000
H -3.5816 -3.1540 -0.5381 0.000
H -4.7730 -1.0020 -1.1416 0.000
```

=====

[2]
C10H14NO | ωB97M-V with the def2-TZVPD basis set

Output
DFT total energy = -14125.526 eV
Gap between HOMO and LUMO = 8.46 eV
Total charge = +1
LUMO energy = -4.294 eV
Energy above the lowest of the compared OMol25 structures with the same formula, charge and spin = 3.157 eV

The geometry in XYZ format:
```
26
Properties=species:S:1:pos:R:3:nbo_charge:R:1
C -0.8778 -1.0763 -0.2804 -0.319
C -0.2875 0.5667 1.4751 -0.304
C -2.2022 -0.7551 -0.1773 0.008
C -1.5840 0.8780 1.5502 -0.001
C 0.0838 -0.4620 0.5572 0.328
C 4.1397 0.5833 -1.3901 -0.761
C 3.3243 1.0301 -0.4743 0.723
C -2.6917 0.3159 0.7209 -0.368
C -3.3933 1.4143 -0.2036 -0.568
C 1.7978 -1.8342 -0.4737 -0.440
N 1.3034 -0.8420 0.4299 -0.429
O 2.6140 1.3519 0.3963 -0.510
H -0.6758 -1.9180 -1.0325 0.246
H 0.4704 1.2871 1.7975 0.260
H -2.9874 -1.2760 -0.7849 0.239
H -1.8435 1.5884 2.3541 0.235
H 4.9218 -0.0607 -1.1480 0.276
H 3.9412 1.0197 -2.3773 0.287
H -3.4599 -0.0660 1.3975 0.277
H -2.5947 2.1594 -0.6970 0.223
H -4.1229 2.0677 0.2015 0.242
H -3.7423 0.8302 -1.0199 0.220
H 2.0453 -2.6603 0.1960 0.226
H 2.8089 -1.5706 -0.8139 0.247
H 0.9907 -2.0992 -1.2171 0.231
H 2.0217 -0.4721 1.0137 0.429
```

=====

[3]
C4H10N2O | ωB97M-V with the def2-TZVPD basis set

Output
DFT total energy = -9332.819 eV
Gap between HOMO and LUMO = 8.73 eV
Total charge = 0
LUMO energy = -0.393 eV
Energy above the lowest of the compared OMol25 structures with the same formula, charge and spin = 6.169 eV

The geometry in XYZ format:
```
17
Properties=species:S:1:pos:R:3:nbo_charge:R:1
C 0.4115 0.6730 1.0303 -0.603
C 0.9643 -0.6985 -1.3636 -0.335
C -0.3305 1.7636 0.2781 -0.636
N -1.4270 -1.2341 0.2700 -0.787
N -0.2386 -1.1796 -1.6710 -0.492
C -0.5673 -1.2386 1.1844 0.816
O -0.0938 -1.7743 2.1328 -0.550
H -1.6014 -2.0844 -0.2481 0.428
H -0.8491 -0.4570 -2.0542 0.343
H 1.4705 0.8707 1.1959 0.224
H 0.0132 0.6353 2.0470 0.257
H 1.3309 0.2097 -1.8485 0.199
H 1.7218 -1.4556 -1.1617 0.206
H 0.7816 -0.1663 -0.0906 0.287
H -1.3679 1.4648 0.1228 0.227
H 0.1240 1.9860 -0.6877 0.197
H -0.3421 2.6854 0.8640 0.218
```

=====

[4]
C3H6FNO | ωB97M-V with the def2-TZVPD basis set

Output
DFT total energy = -9454.690 eV
Gap between HOMO and LUMO (alpha / beta) = 5.03 / 6.94 eV
Spin multiplicity = 3
Total charge = 0
LUMO energy (alpha / beta) = 0.990 / -3.344 eV
Energy above the lowest of the compared OMol25 structures with the same formula, charge and spin = 5.086 eV

The geometry in XYZ format:
```
12
Properties=species:S:1:pos:R:3:lowdin_spin:R:1
C 1.4540 -0.9288 -0.6024 0.669
C 0.5619 -0.2014 0.4959 0.653
C -0.9674 0.0308 0.3099 0.072
N -1.1586 1.2662 -0.3362 0.057
O 1.5096 0.4412 -0.3490 0.354
F -1.4688 -0.9856 -0.5397 0.035
H 2.1548 -1.6023 -0.1634 0.050
H 0.9964 -1.2369 -1.4929 0.042
H 0.7645 -0.1604 1.6055 0.052
H -1.4134 -0.2205 1.3765 0.009
H -0.3559 1.8814 -0.1643 0.004
H -2.0773 1.7161 -0.1398 0.004
```